The molecule C8H12 at a distorted geometry. Source: the Open Molecules 2025 dataset; level of theory: wB97M-V/def2-TZVPD.

SMILES = C[C@]12CC=C[C@@H]1CC2
LUMO = 1.032 eV
charge = 0
HOMO = -8.86 eV
energy relative to the best compared isomer or geometry (same formula, charge and spin) = 7.398 eV
calculated total energy = -311.71452 Eh
orbital gap = 0.364 Ha

Last column: natural (NBO) charge in e.
Cartesian coordinates (Å):
1 H -1.090 -1.933 1.248  0.221
2 C 0.068 -0.439 -0.255  -0.009
3 H -1.047 -0.268 1.804  0.237
4 H 1.701 2.172 0.797  0.213
5 H 1.188 -2.051 -0.657  0.233
6 C -0.247 -1.008 1.264  -0.672
7 H 3.233 0.377 0.516  0.231
8 C 1.314 -0.893 -0.818  -0.477
9 H 0.942 -1.265 1.716  0.243
10 H -1.597 -0.044 -1.912  0.204
11 H 1.388 -0.802 -1.779  0.214
12 H -2.114 0.916 1.074  0.220
13 H -2.110 -1.409 -0.611  0.189
14 H -2.134 1.575 -0.523  0.220
15 C -0.105 1.125 -0.133  -0.313
16 C 1.353 1.258 0.267  -0.166
17 C -1.494 1.100 0.133  -0.401
18 H 0.066 1.748 -1.220  0.206
19 C 2.105 0.233 -0.091  -0.216
20 C -1.420 -0.393 -0.819  -0.377